1:
One molecule with the formula CH2F3NS. Source: the Open Molecules 2025 dataset; level of theory: the ωB97M-V functional and the def2-TZVPD basis.

Bonds (Å) are listed after each position.
Atoms and positions in Å:
1 S 0.293 -0.155 -0.033  F3 1.769, F4 1.680, N5 1.486, C6 1.878
2 F 2.517 1.230 0.128  N5 1.420
3 F 0.934 -1.225 1.221  S1 1.769
4 F 0.560 -1.352 -1.181  S1 1.680
5 N 1.130 1.070 -0.130  S1 1.486, F2 1.420
6 C -1.539 0.254 -0.101  S1 1.878, H7 1.031, H8 1.074
7 H -1.768 0.524 0.867  C6 1.031
8 H -2.126 -0.346 -0.771  C6 1.074

The calculation puts the HOMO energy (alpha / beta) at -9.65 / -9.65 eV. The calculation puts the LUMO energy (alpha / beta) at -0.95 / -0.95 eV. Its SMILES is C=S(F)(F)=NF.



2:
A 2-piece molecular cluster, CH2F3NS overall. Source: the Open Molecules 2025 dataset; level of theory: the ωB97M-V functional and the def2-TZVPD basis.

Bonds (Å) are listed after each position.
Atoms and positions in Å:
1 S -0.228 -0.159 0.009  F2 1.600, N5 1.555, C6 1.702
2 F -0.545 -0.767 -1.437  S1 1.600
3 F -1.207 -1.989 0.871  no bonds
4 F -2.293 1.284 0.298  N5 1.367
5 N -0.938 1.220 0.123  S1 1.555, F4 1.367
6 C 1.410 0.295 -0.089  S1 1.702, H7 1.148, H8 0.994
7 H 2.004 -0.599 -0.498  C6 1.148
8 H 1.798 0.715 0.724  C6 0.994

The calculation puts the HOMO energy (alpha / beta) at -10.45 / -10.71 eV. The calculation puts the LUMO energy (alpha / beta) at -2.86 / -2.90 eV.



Most favorable first, least favorable last: 1, 2



1:
A 4-piece molecular cluster, CH10NO4 overall. Source: the Open Molecules 2025 dataset; level of theory: the ωB97M-V functional and the def2-TZVPD basis.

Bonds (Å) are listed after each position.
Atoms and positions in Å:
1 O 2.360 1.368 -1.284  H10 0.973, H13 1.138
2 O -0.246 -1.723 1.210  C6 1.374, H7 0.994
3 O 0.915 -0.579 -0.872  H14 0.961
4 O 0.305 3.023 -0.045  H11 0.969, H12 0.977
5 N -2.058 -0.386 0.386  C6 1.449, H8 1.015, H15 1.012
6 C -1.536 -1.690 0.740  O2 1.374, N5 1.449, H9 1.095, H16 1.091
7 H 0.375 -1.319 0.548  O2 0.994
8 H -1.569 0.324 0.923  N5 1.015
9 H -1.661 -2.349 -0.126  C6 1.095
10 H 2.909 1.427 -0.482  O1 0.973
11 H -0.200 2.282 0.323  O4 0.969
12 H 1.023 2.556 -0.514  O4 0.977
13 H 1.642 0.525 -1.023  O1 1.138
14 H 1.639 -1.196 -0.736  O3 0.961
15 H -1.668 -0.151 -0.518  N5 1.012
16 H -2.230 -2.110 1.469  C6 1.091

The calculation puts the HOMO energy at -5.09 eV. The net charge is -1. The calculation puts the LUMO energy at 4.08 eV.



2:
A 4-piece molecular cluster, CH10NO4 overall. Source: the Open Molecules 2025 dataset; level of theory: the ωB97M-V functional and the def2-TZVPD basis.

Bonds (Å) are listed after each position.
Atoms and positions in Å:
1 O -1.292 -1.586 -1.548  H7 1.083, H8 0.913
2 O 0.108 0.225 -0.554  C6 1.355
3 O 2.597 1.112 -0.717  H9 0.977, H11 1.136
4 O 0.922 -0.979 1.912  H10 0.945, H16 0.951
5 N -1.706 0.265 0.794  C6 1.468, H12 1.075, H15 1.041
6 C -0.690 1.086 0.124  O2 1.355, N5 1.468, H13 1.105, H14 1.170
7 H -0.726 -1.026 -0.814  O1 1.083
8 H -1.928 -0.946 -1.690  O1 0.913
9 H 2.267 1.927 -0.290  O3 0.977
10 H 0.676 -0.272 1.336  O4 0.945
11 H 1.808 0.315 -0.541  O3 1.136
12 H -1.289 -0.717 0.928  N5 1.075
13 H -0.263 1.690 0.945  C6 1.105
14 H -1.040 1.791 -0.742  C6 1.170
15 H -2.665 0.393 0.411  N5 1.041
16 H 0.562 -1.707 1.417  O4 0.951

The calculation puts the HOMO energy at -4.31 eV. The net charge is -1. The calculation puts the LUMO energy at 4.18 eV.



Most favorable first, least favorable last: 1, 2



1:
A 2-piece molecular cluster, C4H11NP overall. Source: the Open Molecules 2025 dataset; level of theory: the ωB97M-V functional and the def2-TZVPD basis.

Bonds (Å) are listed after each position.
Atoms and positions in Å:
1 P 1.821 1.814 -0.786  H15 1.429, H16 1.374
2 N -1.270 0.774 -1.196  C3 1.533, H9 1.008, H10 1.084, H17 0.958
3 C -0.210 0.342 -0.177  N2 1.533, C4 1.498, C6 1.516
4 C -0.374 0.253 1.310  C3 1.498, C5 1.573, H7 1.121, H11 1.033
5 C 0.059 -1.256 1.214  C4 1.573, C6 1.627, H13 1.103, H14 1.137
6 C 0.206 -1.099 -0.398  C3 1.516, C5 1.627, H8 1.019, H12 1.137
7 H 0.284 1.042 1.758  C4 1.121
8 H 1.177 -1.371 -0.547  C6 1.019
9 H -1.266 1.782 -1.201  N2 1.008
10 H -0.989 0.309 -2.134  N2 1.084
11 H -1.343 0.536 1.530  C4 1.033
12 H -0.599 -1.756 -0.860  C6 1.137
13 H 0.921 -1.472 1.868  C5 1.103
14 H -0.706 -1.943 1.698  C5 1.137
15 H 1.984 1.681 0.628  P1 1.429
16 H 2.780 1.052 -1.409  P1 1.374
17 H -2.116 0.621 -0.773  N2 0.958

The calculation puts the HOMO energy at -12.77 eV. The net charge is +1. The calculation puts the LUMO energy at -4.49 eV.



2:
An isolated ion of composition C4H11NP and charge +1. Source: the Open Molecules 2025 dataset; level of theory: the ωB97M-V functional and the def2-TZVPD basis.

Bonds (Å) are listed after each position.
Atoms and positions in Å:
1 P 1.240 2.660 0.067  C6 1.789, H7 1.342, H16 1.304
2 N -0.615 -0.643 0.017  C3 1.479, C4 1.476, C5 1.553, H13 1.001
3 C -0.978 0.311 1.087  N2 1.479, H11 1.092, H17 1.107
4 C -0.310 -1.993 0.531  N2 1.476, H9 1.025, H12 1.108, H15 1.028
5 C 0.445 0.069 -0.866  N2 1.553, C6 1.494, H10 1.069, H14 1.006
6 C 0.062 1.486 -0.593  P1 1.789, C5 1.494, H8 1.025
7 H 2.227 2.563 -0.839  P1 1.342
8 H -0.795 1.932 -0.938  C6 1.025
9 H -1.183 -2.218 1.019  C4 1.025
10 H 1.440 -0.001 -0.480  C5 1.069
11 H -2.036 0.567 0.999  C3 1.092
12 H 0.519 -1.926 1.262  C4 1.108
13 H -1.490 -0.619 -0.468  N2 1.001
14 H 0.340 -0.314 -1.791  C5 1.006
15 H -0.245 -2.491 -0.366  C4 1.028
16 H 0.899 3.652 -0.708  P1 1.304
17 H -0.506 0.130 2.072  C3 1.107

The calculation puts the HOMO energy (alpha / beta) at -13.03 / -12.69 eV. The net charge is +1. The calculation puts the LUMO energy (alpha / beta) at -4.73 / -4.77 eV.



3:
An isolated ion of composition C4H11NP and charge +1. Source: the Open Molecules 2025 dataset; level of theory: the ωB97M-V functional and the def2-TZVPD basis.

Bonds (Å) are listed after each position.
Atoms and positions in Å:
1 P 1.954 0.321 0.132  C3 1.879, C6 1.782, H11 1.337
2 N -0.733 0.260 -0.428  C3 1.497, C4 1.420, C5 1.475, H16 1.082
3 C 0.498 1.007 -0.838  P1 1.879, N2 1.497, H13 1.038, H17 1.064
4 C -1.338 0.753 0.759  N2 1.420, H9 1.150, H10 1.164, H15 1.124
5 C -0.390 -1.174 -0.460  N2 1.475, C6 1.770, H8 1.087, H12 1.042
6 C 1.222 -1.298 0.261  P1 1.782, C5 1.770, H7 1.155, H14 1.074
7 H 1.833 -2.111 -0.287  C6 1.155
8 H -1.159 -1.791 -0.002  C5 1.087
9 H -1.180 1.891 0.780  C4 1.150
10 H -2.454 0.581 1.041  C4 1.164
11 H 1.859 0.796 1.378  P1 1.337
12 H -0.079 -1.408 -1.426  C5 1.042
13 H 0.674 0.755 -1.830  C3 1.038
14 H 1.147 -1.569 1.298  C6 1.074
15 H -0.896 0.340 1.706  C4 1.124
16 H -1.444 0.576 -1.180  N2 1.082
17 H 0.487 2.069 -0.903  C3 1.064

The calculation puts the HOMO energy at -13.28 eV. The net charge is +1. The calculation puts the LUMO energy at -3.35 eV. Its SMILES is C[N@@H+]1CCPC1.



Most favorable first, least favorable last: 3, 1, 2



1:
A 2-piece molecular cluster, CF2O3S overall. Source: the Open Molecules 2025 dataset; level of theory: the ωB97M-V functional and the def2-TZVPD basis.

Bonds (Å) are listed after each position.
Atoms and positions in Å:
1 S 1.261 -0.101 -0.091  F2 1.743, O4 1.446, O5 1.432
2 F 1.769 0.460 -1.661  S1 1.743
3 F -1.643 1.181 0.240  C7 1.346
4 O 1.628 0.878 0.907  S1 1.446
5 O 1.615 -1.484 0.025  S1 1.432
6 O -2.818 -0.780 0.359  C7 1.192
7 C -1.813 -0.154 0.221  F3 1.346, O6 1.192

The calculation puts the HOMO energy (alpha / beta) at -11.58 / -11.12 eV. The calculation puts the LUMO energy (alpha / beta) at -2.41 / -3.60 eV.



2:
A 2-piece molecular cluster, CF2O3S overall. Source: the Open Molecules 2025 dataset; level of theory: the ωB97M-V functional and the def2-TZVPD basis.

Bonds (Å) are listed after each position.
Atoms and positions in Å:
1 S 2.758 -0.334 0.296  O4 1.412, O5 1.432
2 F -0.903 -0.335 0.280  C7 1.325
3 F -1.838 1.036 -1.076  C7 1.335
4 O 2.938 -0.117 -1.088  S1 1.412
5 O 1.889 -1.397 0.703  S1 1.432
6 O -2.885 0.701 0.769  C7 1.161
7 C -1.960 0.446 0.116  F2 1.325, F3 1.335, O6 1.161

The calculation puts the HOMO energy at -12.14 eV. The calculation puts the LUMO energy at -1.18 eV.



Most favorable first, least favorable last: 2, 1